[1]
{
  "formula": "C25H22Cl2IrN2O3S",
  "method": "ωB97M-V/def2-TZVPD",
  "largest_force_ev_per_a": 1.7,
  "s2": 8.83,
  "spin_multiplicity": 6,
  "total_energy_ha": -2723.8038,
  "orbital_gap_ev": [5.20, 5.87],
  "lumo_ev": [-0.8774, -2.5334],
  "symbols": ["Ir", "Cl", "C", "C", "C", "Cl", "C", "O", "C", "C", "O", "C", "H", "H", "H", "C", "C", "C", "C", "C", "C", "C", "H", "H", "H", "H", "H", "C", "C", "C", "N", "C", "S", "N", "C", "O", "C", "C", "C", "C", "C", "C", "H", "H", "H", "H", "H", "H", "H", "H", "H", "H", "H", "H", "H", "H"],
  "coordinates": [[-1.554, 0.613, 1.219], [-3.503, -4.259, -3.994], [-3.068, -2.902, -3.002], [-2.864, -1.674, -3.612], [-2.500, -0.608, -2.790], [-2.321, 0.973, -3.500], [-2.273, -0.743, -1.433], [-1.825, 0.310, -0.719], [-2.531, -2.009, -0.811], [-2.396, -2.206, 0.580], [-1.855, -1.387, 1.490], [-2.941, -3.077, -1.639], [-2.980, -1.544, -4.681], [-2.785, -3.143, 0.969], [-3.130, -4.048, -1.196], [-1.341, 0.786, 3.187], [-1.082, 1.307, 4.450], [-1.389, 0.538, 5.621], [-1.134, 1.031, 6.885], [-0.570, 2.301, 7.059], [-0.259, 3.075, 5.937], [-0.504, 2.602, 4.663], [-1.822, -0.447, 5.477], [-1.374, 0.426, 7.754], [-0.376, 2.681, 8.054], [0.180, 4.058, 6.070], [-0.268, 3.204, 3.791], [0.709, -0.047, -3.804], [0.969, 1.460, -3.766], [1.498, 1.932, -2.423], [0.452, 1.778, -1.370], [0.601, 2.008, -0.112], [-0.680, 2.710, 0.850], [1.790, 1.815, 0.500], [2.881, 0.900, 0.252], [3.943, 1.196, 0.693], [2.622, -0.399, -0.439], [1.424, -1.086, -0.289], [1.276, -2.353, -0.832], [2.327, -2.934, -1.530], [3.533, -2.248, -1.678], [3.683, -0.987, -1.123], [0.289, -0.345, -4.766], [0.003, -0.350, -3.022], [1.638, -0.603, -3.647], [0.050, 2.002, -4.001], [1.708, 1.735, -4.522], [1.789, 2.980, -2.471], [2.371, 1.355, -2.169], [-0.516, 1.842, -1.681], [1.957, 2.411, 1.294], [0.614, -0.664, 0.282], [0.341, -2.887, -0.696], [2.215, -3.928, -1.944], [4.358, -2.703, -2.210], [4.620, -0.448, -1.207]]
}

***

[2]
{
  "formula": "C3H7NO2",
  "method": "ωB97M-V/def2-TZVPD",
  "largest_force_ev_per_a": 0.6,
  "e_above_lowest_ev": 0.727,
  "total_energy_ha": -323.7542,
  "orbital_gap_ev": 10.93,
  "lumo_ev": 0.8652,
  "symbols": ["N", "C", "O", "C", "C", "O", "H", "H", "H", "H", "H", "H", "H"],
  "coordinates": [[-1.757, -0.899, -0.711], [-0.523, -0.334, -0.727], [0.388, -0.860, -1.356], [-0.229, 0.877, 0.132], [1.214, 0.600, 0.708], [1.509, -0.729, 1.073], [-2.549, -0.555, -0.194], [-1.779, -1.850, -1.048], [-1.053, 1.091, 0.832], [-0.141, 1.776, -0.489], [1.919, 0.917, -0.073], [1.389, 1.196, 1.605], [1.611, -1.230, 0.248]]
}

***

[3]
{
  "formula": "C20H30N4O4",
  "method": "ωB97M-V/def2-TZVPD",
  "largest_force_ev_per_a": 0.3,
  "e_above_lowest_ev": 2.952,
  "total_energy_ha": -1300.0598,
  "orbital_gap_ev": 8.18,
  "lumo_ev": 0.5342,
  "symbols": ["C", "O", "C", "C", "C", "C", "N", "C", "C", "O", "N", "C", "C", "C", "O", "C", "N", "C", "O", "C", "N", "C", "C", "C", "C", "C", "C", "C", "H", "H", "H", "H", "H", "H", "H", "H", "H", "H", "H", "H", "H", "H", "H", "H", "H", "H", "H", "H", "H", "H", "H", "H", "H", "H", "H", "H", "H", "H"],
  "coordinates": [[-4.507, -4.742, -3.343], [-3.660, -4.052, -2.449], [-3.406, -2.737, -2.726], [-3.902, -2.045, -3.821], [-3.592, -0.702, -3.988], [-2.792, -0.010, -3.085], [-2.462, 1.323, -3.303], [-2.272, -0.726, -1.992], [-1.399, -0.025, -0.992], [-1.601, 1.138, -0.664], [-0.403, -0.787, -0.480], [0.670, -0.370, 0.422], [0.961, 1.126, 0.461], [2.304, 1.393, 1.108], [2.290, 0.812, 2.393], [3.523, 1.048, 0.205], [3.711, 2.483, 0.015], [4.489, 3.280, -0.743], [4.438, 4.495, -0.636], [5.371, 2.558, -1.771], [6.144, 1.537, -1.079], [7.076, 2.147, -0.142], [6.836, 0.591, -1.935], [4.465, 2.156, -2.968], [4.836, 3.500, -3.633], [6.061, 3.591, -2.698], [2.734, 2.880, 1.018], [-2.593, -2.067, -1.822], [-4.598, -5.753, -2.957], [-5.499, -4.283, -3.388], [-4.083, -4.778, -4.350], [-4.537, -2.529, -4.549], [-3.989, -0.175, -4.848], [-2.263, 1.832, -2.453], [-3.091, 1.808, -3.923], [-0.288, -1.690, -0.906], [0.453, -0.713, 1.436], [1.569, -0.902, 0.100], [0.980, 1.539, -0.550], [0.184, 1.658, 1.005], [3.129, 0.992, 2.829], [4.348, 0.568, 0.734], [3.312, 0.486, -0.708], [7.546, 1.372, 0.465], [7.872, 2.716, -0.647], [6.551, 2.831, 0.526], [7.374, -0.115, -1.303], [6.133, 0.020, -2.537], [7.571, 1.062, -2.606], [4.881, 1.319, -3.525], [3.416, 1.952, -2.751], [5.021, 3.480, -4.705], [4.113, 4.280, -3.403], [6.290, 4.559, -2.263], [6.951, 3.160, -3.160], [1.982, 3.587, 0.667], [3.190, 3.263, 1.937], [-2.243, -2.612, -0.955]]
}

***

[4]
{
  "formula": "C8H25N5O5",
  "method": "ωB97M-V/def2-TZVPD",
  "largest_force_ev_per_a": 1.8,
  "e_above_lowest_ev": 0.140,
  "total_energy_ha": -969.7978,
  "orbital_gap_ev": 9.07,
  "lumo_ev": 0.3531,
  "symbols": ["C", "O", "C", "C", "N", "C", "C", "O", "C", "H", "H", "H", "H", "H", "H", "H", "H", "H", "H", "H", "H", "H", "H", "H", "N", "C", "N", "O", "H", "H", "H", "H", "N", "C", "N", "O", "H", "H", "H", "H", "O", "H", "H"],
  "coordinates": [[-3.548, -2.218, 2.151], [-2.406, -2.099, 1.344], [-1.219, -2.404, 2.066], [-0.092, -1.465, 1.605], [0.771, -2.204, 0.671], [0.244, -2.441, -0.671], [0.310, -1.232, -1.571], [1.602, -1.029, -2.128], [1.750, 0.126, -2.881], [-3.528, -3.102, 2.804], [-4.465, -2.285, 1.566], [-3.656, -1.380, 2.856], [-0.924, -3.440, 1.881], [-1.305, -2.357, 3.156], [0.680, -1.276, 2.354], [-0.567, -0.574, 1.181], [1.693, -1.824, 0.485], [-0.801, -2.754, -0.592], [0.726, -3.246, -1.236], [-0.052, -0.309, -1.098], [-0.319, -1.384, -2.465], [2.475, 0.080, -3.693], [2.030, 0.991, -2.275], [0.823, 0.409, -3.400], [-3.621, 2.696, -3.586], [-2.699, 3.060, -2.650], [-1.819, 2.070, -2.303], [-2.663, 4.187, -2.152], [-4.428, 3.278, -3.695], [-3.547, 1.804, -4.032], [-2.111, 1.123, -2.451], [-1.043, 2.240, -1.688], [3.949, 0.275, 2.959], [3.639, 1.230, 2.052], [3.236, 2.431, 2.604], [3.776, 1.104, 0.835], [4.111, 0.535, 3.910], [4.090, -0.666, 2.642], [2.914, 3.170, 2.010], [3.038, 2.465, 3.585], [0.755, 2.213, -0.361], [0.618, 2.491, 0.551], [1.581, 1.709, -0.340]]
}

***

[5]
{
  "formula": "C22H69CdN5O12",
  "method": "ωB97M-V/def2-TZVPD",
  "largest_force_ev_per_a": 4.3,
  "s2": 0.75,
  "charge": -1,
  "spin_multiplicity": 2,
  "e_above_lowest_ev": 0.000,
  "total_energy_ha": -2223.7837,
  "orbital_gap_ev": [2.72, 7.45],
  "lumo_ev": [2.1234, 2.1177],
  "symbols": ["Cd", "O", "C", "C", "O", "H", "H", "H", "H", "C", "C", "C", "O", "C", "N", "H", "H", "H", "H", "H", "H", "H", "H", "H", "H", "H", "C", "C", "C", "O", "C", "N", "H", "H", "H", "H", "H", "H", "H", "H", "H", "H", "H", "C", "C", "C", "O", "C", "N", "H", "H", "H", "H", "H", "H", "H", "H", "H", "H", "H", "C", "C", "C", "O", "C", "N", "H", "H", "H", "H", "H", "H", "H", "H", "H", "H", "H", "C", "C", "C", "O", "C", "N", "H", "H", "H", "H", "H", "H", "H", "H", "H", "H", "H", "O", "H", "H", "O", "H", "H", "O", "H", "H", "O", "H", "H", "O", "H", "H"],
  "coordinates": [[-0.676, 1.716, -3.070], [-1.930, -0.020, -2.748], [-1.093, -0.721, -1.832], [0.195, -0.040, -1.158], [0.893, 0.948, -1.912], [-0.679, -1.439, -2.541], [-1.611, -1.267, -1.044], [0.854, -0.900, -1.040], [-0.135, 0.394, -0.214], [-1.103, -5.057, 5.722], [-1.177, -3.659, 5.114], [-1.889, -3.629, 3.732], [-1.675, -2.285, 3.173], [-1.873, -2.177, 1.742], [-1.746, -2.730, 6.038], [-0.588, -5.015, 6.682], [-0.434, -5.709, 5.161], [-2.087, -5.521, 5.782], [-0.122, -3.387, 5.073], [-2.965, -3.784, 3.810], [-1.321, -4.329, 3.119], [-2.868, -2.603, 1.607], [-1.121, -2.700, 1.152], [-1.882, -1.120, 1.474], [-1.677, -1.823, 5.598], [-1.091, -2.709, 6.806], [0.917, 5.430, -0.094], [-0.483, 5.786, 0.639], [-0.866, 4.673, 1.643], [-1.029, 3.379, 0.960], [-1.329, 2.355, 1.879], [-0.299, 7.135, 1.198], [1.764, 5.305, 0.580], [1.038, 6.197, -0.859], [0.827, 4.505, -0.664], [-1.277, 5.869, -0.103], [-1.834, 4.924, 2.077], [-0.062, 4.606, 2.377], [-1.603, 1.427, 1.377], [-2.064, 2.574, 2.653], [-0.351, 2.191, 2.333], [0.631, 7.070, 1.587], [-0.927, 7.212, 1.986], [2.941, -4.674, -3.438], [2.030, -3.854, -2.508], [2.706, -3.442, -1.166], [2.719, -4.453, -0.173], [1.525, -5.091, 0.176], [1.691, -2.672, -3.276], [2.527, -5.120, -4.342], [3.465, -5.474, -2.915], [3.797, -4.103, -3.799], [1.066, -4.319, -2.301], [2.181, -2.676, -0.595], [3.709, -3.064, -1.363], [1.600, -5.696, 1.080], [1.299, -5.820, -0.603], [0.749, -4.335, 0.294], [1.088, -2.072, -2.731], [1.132, -2.923, -4.079], [1.909, -1.367, 2.537], [3.075, -0.486, 2.094], [4.330, -0.594, 3.034], [5.176, 0.536, 2.731], [6.308, 0.642, 3.586], [3.404, -0.745, 0.686], [2.229, -2.406, 2.461], [1.012, -1.268, 1.925], [1.675, -1.160, 3.581], [2.670, 0.518, 2.224], [4.763, -1.585, 2.903], [3.999, -0.538, 4.071], [7.169, 0.156, 3.127], [6.148, 0.340, 4.621], [6.567, 1.701, 3.600], [2.641, -0.522, 0.063], [4.169, -0.145, 0.412], [-3.508, 4.236, -0.962], [-2.816, 3.186, -1.879], [-3.129, 3.365, -3.442], [-2.251, 2.508, -4.161], [-2.707, 2.357, -5.451], [-1.369, 3.056, -1.629], [-3.297, 5.241, -1.328], [-3.116, 4.334, 0.050], [-4.594, 4.296, -0.887], [-3.337, 2.245, -1.699], [-2.851, 4.380, -3.724], [-4.185, 3.125, -3.566], [-3.649, 1.815, -5.526], [-1.916, 1.916, -6.058], [-2.726, 3.230, -6.104], [-1.153, 4.043, -1.649], [-1.273, 2.908, -0.635], [-4.873, 0.074, -4.010], [-3.938, 0.083, -3.805], [-5.249, -0.552, -3.391], [1.944, 2.388, 0.291], [1.588, 1.971, -0.493], [1.175, 2.722, 0.755], [3.377, -0.309, -3.086], [3.026, -1.192, -2.967], [2.815, 0.247, -2.546], [-1.304, -1.356, -5.306], [-1.444, -1.175, -4.377], [-2.151, -1.673, -5.620], [-4.736, -0.978, -1.502], [-5.232, -0.179, -1.326], [-3.846, -0.675, -1.680]]
}